Formula: C3H5NO
Source: the OMol25 dataset
Level of theory: the ωB97M-V functional and the def2-TZVPD basis

The geometry in XYZ format:
```
10
Properties=species:S:1:pos:R:3
C -0.5253 -0.4210 -0.1204
C 0.4124 0.5794 -0.1486
C 1.9138 0.2846 0.0145
H -2.4849 -1.0940 0.7278
H -2.3660 0.6377 0.1455
H -0.2272 -1.5218 -0.1668
H 0.1209 1.5987 -0.1935
H 2.6361 1.0642 0.0990
N -1.8546 -0.2745 -0.2231
O 2.3749 -0.8532 -0.1344
```

E_LUMO ... -0.094 eV
Frontier orbital gap ... 0.322 hartree
ΔE to the lowest compared entry with this formula, charge and spin ... 2.985 eV
Highest occupied orbital energy ... -0.3256 Eh

Löwdin population analysis, charges in e, atoms 1 to 4:
1. C -0.30
2. C -0.07
3. C -0.24
4. H 0.25

Formula: C10H10BBrF4Ti
Source: the OMol25 dataset
Level of theory: the ωB97M-V functional and the def2-TZVPD basis

The geometry in XYZ format:
```
27
Properties=species:S:1:pos:R:3
C -1.7535 -0.8100 -0.4066
C -1.4041 -1.3091 0.9205
C -1.4494 -0.2280 1.8397
H -1.3084 -2.3141 1.3315
C -1.6420 0.9756 1.0688
C -1.8545 0.6036 -0.3103
H -2.1071 1.3294 -1.0988
H -1.9954 -1.5004 -1.2509
H -1.6510 -0.3754 2.8956
H -1.6840 1.9232 1.6066
Ti 0.3372 -0.1752 0.6077
Br 1.1924 -2.3396 0.0096
C 2.1438 0.6995 -2.0274
C 1.1217 1.4922 -2.5984
C 0.1198 0.6116 -3.1257
H 1.1181 2.5820 -2.6878
C 0.5319 -0.7101 -2.8805
C 1.8196 -0.6640 -2.2595
H 2.4897 -1.5041 -2.0844
H 3.0588 1.0398 -1.5461
H -0.7696 0.9139 -3.6916
H -0.0030 -1.6208 -3.1443
F 1.1794 0.9294 1.8285
B 0.6230 0.1211 4.2295
F -0.1875 1.1810 4.3652
F 0.2307 -1.0263 3.6750
F 1.8432 0.1747 4.7341
```

Net charge ... -2
⟨S²⟩ ... 2.005
Spin multiplicity ... 3
E_LUMO (alpha / beta) ... 4.917 / 4.908 eV
Frontier orbital gap (alpha / beta) ... 0.125 / 0.158 hartree
ΔE to the lowest compared entry with this formula, charge and spin ... 1.273 eV
Highest occupied orbital energy (alpha / beta) ... 0.0559 / 0.0223 Eh

Löwdin population analysis, charges in e, atoms 1 to 4:
1. C -0.20
2. C -0.39
3. C -0.30
4. H 0.07

Formula: C22H16Br2INO2PdS
Source: the OMol25 dataset
Level of theory: the ωB97M-V functional and the def2-TZVPD basis

The geometry in XYZ format:
```
46
Properties=species:S:1:pos:R:3
Pd -0.1987 -0.5438 -0.9974
Br -2.4935 -3.1038 2.7969
C -2.7071 -1.3188 2.2312
C -3.6139 -0.4940 2.9008
C -3.7869 0.8146 2.5342
Br -5.0237 1.8868 3.4912
C -3.0495 1.3575 1.4619
C -3.1194 2.6988 1.0230
C -2.3403 3.1232 -0.0139
C -1.4885 2.2086 -0.6527
N -1.4113 0.9532 -0.2793
C -2.1514 0.5023 0.7835
C -1.9353 -0.8686 1.1615
O -1.0798 -1.5903 0.5305
H -4.1812 -0.9029 3.7253
H -3.7920 3.3813 1.5244
H -2.3687 4.1480 -0.3554
H -0.8703 2.5101 -1.4871
I -0.1272 -1.4563 -3.8690
C 0.3116 0.3003 -2.7046
H -0.3557 1.0758 -3.0729
H 1.3554 0.5524 -2.8788
O 1.3213 -0.1991 2.1136
S 2.2654 0.6726 1.3824
C 3.8884 0.4061 2.1126
C 4.0672 -0.7016 2.9235
C 5.3117 -0.9170 3.4973
C 6.3523 -0.0284 3.2610
C 6.1529 1.0873 2.4586
C 4.9105 1.3139 1.8851
C 2.6444 -0.1603 -0.1810
C 3.4010 0.5098 -1.1317
C 3.7704 -0.1498 -2.2936
C 3.3757 -1.4647 -2.5063
C 2.6054 -2.1220 -1.5609
C 2.2213 -1.4750 -0.3879
H 3.2290 -1.3635 3.1036
H 5.4679 -1.7776 4.1344
H 7.3203 -0.1989 3.7136
H 6.9612 1.7866 2.2897
H 4.7388 2.1920 1.2735
H 3.7052 1.5358 -0.9611
H 4.3677 0.3622 -3.0373
H 3.6616 -1.9745 -3.4168
H 2.2897 -3.1420 -1.7337
H 1.6519 -1.9815 0.3868
```

E_LUMO ... -0.332 eV
Frontier orbital gap ... 0.257 hartree
ΔE to the lowest compared entry with this formula, charge and spin ... 0.499 eV
Highest occupied orbital energy ... -0.2696 Eh

Löwdin population analysis, charges in e, atoms 1 to 4:
1. Pd 0.78
2. Br 0.78
3. C -0.61
4. C -0.17

Formula: C6H14ClEuI2NO3P
Source: the OMol25 dataset
Level of theory: the ωB97M-V functional and the def2-TZVPD basis

The geometry in XYZ format:
```
29
Properties=species:S:1:pos:R:3
I -1.5670 -2.2688 -0.8473
I -1.1987 2.0672 -0.7297
Eu 0.7163 -0.3879 0.7307
P -0.0093 0.1276 -2.5748
C -1.6358 0.0778 -3.4327
C 0.8082 1.4817 -3.5047
H 1.8055 -1.4282 -2.9640
H 0.8694 -1.0767 -4.4629
H 0.2349 -2.2313 -3.2266
C 0.8042 -1.3089 -3.3927
H 1.8156 1.6168 -3.0977
H 0.8669 1.1772 -4.5559
H -1.4468 0.0576 -4.5151
H -2.2418 0.9552 -3.1735
H 0.2623 2.4253 -3.4078
H -2.1973 -0.8193 -3.1339
C -2.5679 -0.0583 -0.1285
O -3.7212 0.0065 -0.0864
Cl 2.8845 -0.0303 -0.6419
N 0.4502 0.7759 5.4500
C 0.5854 -0.6379 5.0262
C 0.6066 -0.5587 3.5208
O 0.8958 -1.5869 2.8272
O 0.3187 0.5821 3.0153
H 1.4002 1.1725 5.5145
H 0.0181 0.8886 6.3667
H -0.0365 1.2812 4.6866
H 1.5329 -1.0509 5.3986
H -0.2534 -1.2492 5.3392
```

Net charge ... +2
⟨S²⟩ ... 12.118
Spin multiplicity ... 7
E_LUMO (alpha / beta) ... -9.102 / -9.382 eV
Frontier orbital gap (alpha / beta) ... 0.204 / 0.223 hartree
Highest occupied orbital energy (alpha / beta) ... -0.5385 / -0.5678 Eh

Löwdin population analysis, charges in e, atoms 1 to 4:
1. I 0.64
2. I 0.65
3. Eu 1.53
4. P 0.50

Formula: C6H12N3O
Source: the OMol25 dataset
Level of theory: the ωB97M-V functional and the def2-TZVPD basis

The geometry in XYZ format:
```
22
Properties=species:S:1:pos:R:3
C -1.3203 -2.0904 -0.1200
C 0.6072 -1.6569 -1.3194
C -0.6613 -1.0574 -0.8889
C -1.2337 2.3337 0.2763
C -0.8350 0.2829 -1.0774
C -1.8475 1.0109 -0.3279
N -0.5673 -3.1548 -0.1779
N 0.5347 -2.8956 -0.9069
N 2.6524 -1.3794 0.5489
O -2.6010 0.2462 0.5664
H -2.0836 -1.9455 0.4847
H 1.4206 -1.2304 -1.7880
H -1.6754 3.2111 -0.0252
H -0.1989 2.4450 -0.0095
H -1.2489 1.9967 1.3468
H -0.1017 0.7300 -1.7641
H -2.4048 1.4543 -1.1465
H 1.2825 -3.5615 -0.8573
H 2.4655 -1.7704 1.3822
H 2.4403 -0.3789 0.5826
H 3.6222 -1.5001 0.4485
H -3.4211 0.5981 0.7590
```

Net charge ... +1
E_LUMO ... -5.287 eV
Frontier orbital gap ... 0.314 hartree
ΔE to the lowest compared entry with this formula, charge and spin ... 4.342 eV
Highest occupied orbital energy ... -0.5084 Eh

Löwdin population analysis, charges in e, atoms 1 to 4:
1. C 0.00
2. C 0.03
3. C -0.13
4. C 0.03

Formula: H14O7
Source: the OMol25 dataset
Level of theory: the ωB97M-V functional and the def2-TZVPD basis

The geometry in XYZ format:
```
21
Properties=species:S:1:pos:R:3
O 0.5645 -0.5665 -0.1657
H -0.3066 -0.4147 -0.5494
H 0.7987 -1.4541 -0.4595
O 4.3130 -1.7558 -1.5158
H 5.0565 -1.3231 -1.0810
H 4.1718 -2.5561 -0.9976
O 0.7145 2.3013 0.6129
H -0.1838 2.1077 0.3220
H 1.2684 1.9821 -0.1084
O -3.4227 -2.0757 -0.1838
H -3.6473 -1.2171 -0.5599
H -4.1335 -2.6549 -0.4808
O -2.3375 -0.7895 2.3320
H -2.1720 -0.5729 1.4075
H -2.6790 0.0299 2.7074
O 3.1259 0.9606 1.2830
H 3.9776 0.7027 1.6532
H 3.2919 1.8267 0.8939
O -2.8587 1.8836 -2.2709
H -3.4089 1.2412 -1.8086
H -2.8249 2.6378 -1.6717
```

E_LUMO ... -0.142 eV
Frontier orbital gap ... 0.395 hartree
ΔE to the lowest compared entry with this formula, charge and spin ... 2.661 eV
Highest occupied orbital energy ... -0.4004 Eh
Structure (SMILES) ... O.O.O.O.O.O.O

Löwdin population analysis, charges in e, atoms 1 to 4:
1. O -0.05
2. H 0.02
3. H 0.04
4. O -0.06